Entry 1:
Density functional theory data (the ωB97M-V functional and the def2-TZVPD basis) for 4 unconnected molecules or ions with the total composition C44H30BrN3O9P2S.

## Properties
Frontier orbital gap ... 7.213 eV
HOMO energy ... -8.922 eV

Last column: Löwdin charge in e.
Atoms and positions in Å:
C (3.05158, 4.91555, -2.76365)  -0.055
H (3.49782, 4.12528, 0.44637)  0.101
C (10.32253, 5.88710, -4.36359)  -0.060
C (4.44030, -1.24232, 3.42825)  -0.086
O (5.47706, 2.07380, 4.36744)  0.100
C (-7.06772, -6.15530, 0.07390)  -0.278
C (7.89226, 5.98834, -3.00346)  -0.084
H (4.39626, 3.74074, -5.65035)  0.120
Br (-6.33821, -1.00684, 0.90575)  0.251
H (-11.37046, -4.32475, 2.67809)  0.109
N (-3.72510, 0.83179, 1.29378)  -0.201
C (5.03551, -2.84017, 5.13632)  -0.062
C (-3.14061, 2.15249, 0.93102)  -0.348
C (-8.25124, -5.67219, 0.82075)  -0.082
C (4.34484, 4.22441, -4.67961)  0.003
H (6.09862, -2.05039, 6.83309)  0.106
C (6.78668, 4.67452, -4.81571)  -0.280
H (11.09712, 7.08462, -2.75103)  0.107
P (-4.60403, 0.11986, -0.09511)  0.572
C (3.12648, 4.30041, -4.01164)  -0.053
C (7.98254, 5.31431, -4.22139)  -0.084
C (-8.19401, -4.44574, 1.48426)  -0.011
H (-2.94207, 0.20597, 1.54769)  0.092
N (-1.81975, 2.30093, 0.91102)  0.198
C (5.41315, 5.40598, -2.86391)  -0.083
H (-5.16595, -7.28032, -1.47536)  0.121
C (10.22646, 6.58096, -3.15915)  -0.059
O (-1.43703, 4.72980, 0.80130)  -0.013
O (-10.49482, -8.42690, 0.25437)  0.105
O (-3.68604, -1.12475, -0.83653)  -0.361
C (-9.42470, -6.42541, 0.85090)  -0.083
H (8.94826, 7.16496, -1.53583)  0.121
C (3.06532, 2.06702, -0.00637)  -0.058
C (5.49278, 4.77280, -4.10429)  -0.086
H (4.59976, 3.61202, 2.59678)  0.122
C (9.01556, 6.62706, -2.47651)  0.002
C (3.15742, 0.74814, 0.42514)  0.004
H (6.08155, 0.27294, 5.99354)  0.121
C (5.62082, -0.51575, 5.40684)  0.002
H (5.03266, -3.85854, 5.51223)  0.106
O (6.54733, 6.57047, -1.17031)  0.102
C (-6.06581, -7.88390, -1.40635)  0.003
H (-5.98134, 4.38372, 2.06622)  -0.009
O (3.37262, -1.85114, 1.42795)  0.091
P (-5.60485, 3.16103, 1.40454)  0.339
H (2.75065, -0.04870, -0.18993)  0.119
C (4.44632, -2.55227, 3.90974)  -0.001
C (4.29842, 1.48178, 2.42544)  -0.090
H (2.23429, 3.87785, -4.46319)  0.108
H (-7.27895, -3.86089, 1.47576)  0.071
N (-4.02378, 3.27942, 0.62341)  -0.127
C (4.19213, 5.46794, -2.19006)  -0.003
H (-4.08792, 3.47651, -0.38829)  0.114
H (4.12563, 5.95008, -1.21953)  0.118
C (5.01481, -0.22072, 4.18426)  -0.084
H (9.28361, 4.72064, -5.83698)  0.121
S (-6.93618, 2.86057, -0.00329)  0.074
C (-10.54818, -5.93697, 1.51938)  0.006
C (-7.15363, -7.44278, -0.65058)  -0.085
H (-7.33117, -10.83429, -2.51377)  0.109
H (-3.83967, -1.92794, -0.28023)  0.040
H (-5.28786, -9.43794, -2.67117)  0.108
C (-9.48703, -7.74424, 0.18198)  -0.279
C (5.63085, -1.82353, 5.88010)  -0.061
C (4.19883, 2.80502, 1.99107)  0.012
C (-10.49331, -4.70614, 2.16494)  -0.054
H (-1.24612, 1.47105, 1.16677)  0.178
H (-5.70778, 2.11600, 2.37718)  -0.014
C (3.57904, 3.09580, 0.77975)  -0.041
O (6.86586, 4.08198, -5.87868)  0.099
H (11.27020, 5.84381, -4.89128)  0.107
H (3.98857, -3.34964, 3.33228)  0.119
C (-1.06668, 3.54245, 0.56246)  -0.548
H (-9.26425, -10.05678, -1.18738)  0.122
C (4.97155, 1.18106, 3.70802)  -0.282
C (-7.28203, -9.88264, -1.99388)  -0.055
C (3.82660, -0.94875, 2.11341)  -0.284
C (3.76574, 0.45371, 1.64704)  -0.092
H (2.10187, 4.96824, -2.23923)  0.112
C (9.20368, 5.25506, -4.89543)  0.002
H (-11.46886, -6.51214, 1.53484)  0.122
O (0.17977, 3.33640, -0.04224)  -0.144
C (-6.13295, -9.09940, -2.07992)  -0.056
C (6.61257, 6.02793, -2.26076)  -0.279
H (-9.26836, -3.00873, 2.66691)  0.106
H (2.58843, 2.29414, -0.95426)  0.098
C (-9.31336, -3.96518, 2.15517)  -0.057
C (-8.31109, -8.21823, -0.58119)  -0.084
C (-8.36992, -9.44412, -1.24655)  0.005
O (-6.03986, -5.49809, 0.05047)  0.091

***

Entry 2:
Density functional theory data (the ωB97M-V functional and the def2-TZVPD basis) for a molecular structure, C44H31Cl5O3P2PtS.

## Properties
Total charge ... +2
Frontier orbital gap (spin up / spin down) ... 3.422 / 3.421 eV
Energy above the lowest of the compared OMol25 structures with the same formula, charge and spin ... 121.3 kJ/mol
HOMO energy (spin up / spin down) ... -12.532 / -12.532 eV

Last column: Löwdin charge in e.
Atoms and positions in Å:
C (-6.12634, -2.68948, -2.27018)  -0.702
C (-0.17942, -1.74637, 3.11957)  -0.099
H (0.92947, 4.81616, -5.42402)  0.114
H (5.65631, 3.52606, 2.48650)  0.122
C (-4.97282, -4.93165, -2.54550)  -0.697
C (-1.28028, 4.83540, 0.11464)  -0.059
C (-0.21268, -2.40515, 1.88950)  -0.367
H (-1.66585, 4.29174, 3.92288)  0.113
C (-2.18918, 5.59536, 0.84031)  -0.055
C (-1.60023, 0.62521, 0.01157)  -0.611
C (4.70839, 3.40426, 1.98041)  -0.032
H (0.50693, -4.89757, -4.13345)  0.114
C (-3.91757, -4.50838, -1.80635)  -0.575
C (4.41237, 2.19751, 1.36309)  -0.037
C (4.74644, -1.04334, 0.73728)  -0.056
H (1.85276, 5.09527, 1.31356)  0.121
C (-1.63961, -4.09098, 2.84126)  -0.062
C (-3.90726, -3.12586, -1.21637)  -0.360
H (-3.03093, 5.99872, 2.76783)  0.114
S (2.76225, 0.59847, -0.25186)  0.783
C (-0.03743, -2.28524, -2.05084)  -0.097
H (2.36539, 4.89971, -1.40133)  0.107
P (0.65032, 2.83744, -0.14161)  0.942
C (-1.60294, -3.43518, 4.06229)  -0.057
O (-2.99951, -2.74235, -0.54070)  0.143
C (-0.94542, -3.57847, 1.75241)  -0.092
H (-2.14020, -3.83922, 4.90989)  0.114
H (1.60884, -5.77807, -2.10390)  0.115
C (-0.06026, 2.95206, -2.78063)  -0.088
C (-2.32793, 5.39922, 2.20505)  -0.057
H (0.39041, -0.82929, 3.22810)  0.111
C (-0.87026, -2.26159, 4.20219)  -0.057
H (-0.97533, -4.08948, 0.79918)  0.074
Cl (-7.46428, -1.69861, -2.61506)  0.797
H (-0.83791, -1.75232, 5.15599)  0.115
H (-0.54273, -2.65899, -4.10010)  0.112
O (3.43117, 0.70173, -1.54757)  -0.388
H (6.26043, -2.32369, 1.54017)  0.123
C (-0.65999, 3.67310, 2.13772)  -0.116
C (1.13757, -4.80432, -2.08556)  -0.068
Cl (-4.98936, -0.69330, -0.91012)  0.964
H (-2.20164, -5.01016, 2.73800)  0.110
H (5.13131, 1.39358, 1.39854)  0.101
H (-2.78219, 6.34653, 0.33632)  0.114
C (2.25604, 3.08244, 0.69331)  -0.342
C (-5.08360, -2.23028, -1.52178)  -0.563
C (-0.01221, 3.44022, -4.07690)  -0.059
C (4.28761, -3.04922, 1.97897)  -0.032
Cl (-5.01506, -6.49513, -3.21051)  0.798
C (1.74092, 4.96696, -3.44734)  -0.054
C (1.18230, -4.03837, -0.93144)  -0.076
Cl (-2.57834, -5.45362, -1.48579)  0.911
H (2.22561, -3.59637, 2.18066)  0.115
C (0.51498, -4.30885, -3.22532)  -0.076
C (-6.07865, -4.02949, -2.76876)  -0.600
H (-0.67245, 3.03291, -4.83082)  0.111
C (3.19073, 2.04058, 0.72831)  -0.329
H (-0.47929, -1.29415, -2.04204)  0.082
Pt (0.43705, 0.54685, -0.02321)  0.697
Cl (-7.35726, -4.57617, -3.66801)  0.932
C (-2.33797, 0.63232, 1.32685)  -0.077
C (5.19799, -2.15616, 1.42783)  -0.029
H (-0.75731, 2.16335, -2.51760)  0.086
H (-1.16796, 4.99639, -0.94996)  0.109
H (4.02797, 5.38515, 2.43580)  0.121
C (2.57185, 4.28540, 1.31521)  -0.064
C (1.69265, 4.49290, -2.14579)  -0.061
C (-1.56113, 4.43825, 2.85607)  -0.062
H (-1.77662, 1.16854, 2.09092)  0.053
H (4.64177, -3.90319, 2.54060)  0.121
C (0.88803, 4.44355, -4.40923)  -0.055
H (-2.43568, -0.40563, 1.66042)  0.072
H (1.69390, -4.42289, -0.05820)  0.107
O (-2.19903, 0.66465, -1.04382)  -0.086
C (3.37974, -0.83265, 0.61461)  -0.345
H (-0.05646, 2.92756, 2.64533)  0.110
C (3.79367, 4.44604, 1.95310)  -0.031
C (0.59740, -2.77205, -0.90882)  -0.345
C (-0.07698, -3.05423, -3.20642)  -0.072
C (2.45534, -1.77714, 1.06227)  -0.326
H (-3.32881, 1.07312, 1.21071)  0.079
C (-0.51358, 3.87416, 0.76373)  -0.358
H (5.44895, -0.36100, 0.27753)  0.122
H (2.44701, 5.74251, -3.71124)  0.115
C (0.79119, 3.48550, -1.81271)  -0.365
P (0.70845, -1.66810, 0.52338)  0.942
C (2.92644, -2.87318, 1.78101)  -0.068

***

Number 1: molar mass 918.7 g/mol, electronic energy -168468.3028 eV. Number 2: molar mass 1074.1 g/mol, electronic energy -147531.1618 eV.